No. 1
Density functional theory data (ωB97M-V/def2-TZVPD) for C40H60MgN4O3 as an isolated structure.

Results
strongest force on any atom	0.742	eV Å⁻¹
highest occupied orbital energy	-6.944	eV
gap between HOMO and LUMO	7.0	eV

Structure (XYZ):
```
108
Properties=species:S:1:pos:R:3:mulliken_charge:R:1
Mg -0.27 -0.15 -0.25 2.7134
C -1.52 2.59 0.44 -1.2776
N -0.25 2.09 -0.09 0.2959
C 0.07 2.77 -1.35 -1.3415
C 0.86 2.31 0.86 -1.0987
C 0.72 1.44 2.10 -1.0704
N 0.66 0.02 1.73 1.0239
C 2.06 -0.49 1.60 -2.2037
C 2.31 -1.73 0.78 0.5461
C 2.99 -2.80 1.35 0.0982
C 3.44 -3.86 0.59 -0.9530
C 3.20 -3.79 -0.79 -0.1249
C 2.53 -2.75 -1.41 -0.7387
C 2.03 -1.70 -0.60 1.1121
O 1.31 -0.70 -1.10 -1.2316
C 2.33 -2.75 -2.93 3.0134
C 3.08 -3.90 -3.61 -2.4581
C 0.84 -2.90 -3.26 -1.3018
C 2.87 -1.44 -3.53 -1.8173
C 4.18 -5.06 1.17 2.3785
C 5.52 -5.26 0.45 -1.8221
C 4.47 -4.88 2.66 -1.9639
C 3.32 -6.32 0.98 -1.5379
C -0.12 -0.71 2.76 -1.9203
C -0.53 -2.12 2.46 0.8947
C -0.30 -3.11 3.40 -0.2614
C -0.83 -4.38 3.28 -1.0436
C -1.61 -4.63 2.15 -0.0715
C -1.87 -3.67 1.17 -1.0252
C -1.31 -2.38 1.31 0.6448
O -1.49 -1.42 0.41 -0.9389
C -2.80 -4.01 -0.01 3.0149
C -2.07 -3.80 -1.34 -1.7530
C -4.06 -3.13 0.07 -1.5771
C -3.26 -5.47 0.03 -2.5224
C -0.63 -5.42 4.38 2.2607
C 0.87 -5.64 4.63 -1.4277
C -1.28 -4.92 5.68 -1.8112
C -1.25 -6.77 4.03 -2.1757
H -1.43 3.63 0.78 0.3199
H -1.87 1.98 1.27 0.2837
H -2.28 2.55 -0.34 0.3795
H 0.26 3.84 -1.18 0.4222
H -0.76 2.67 -2.04 0.3574
H 0.96 2.32 -1.78 0.2338
H 0.91 3.37 1.15 0.5144
H 1.78 2.07 0.34 0.4030
H -0.19 1.71 2.64 0.5450
H 1.56 1.65 2.78 0.3243
H 2.47 -0.64 2.61 0.3268
H 2.63 0.32 1.14 0.6021
H 3.17 -2.77 2.42 0.3859
H 3.57 -4.61 -1.40 0.3931
H 2.70 -4.87 -3.29 0.3942
H 4.15 -3.86 -3.42 0.4386
H 2.93 -3.82 -4.69 0.4640
H 0.48 -3.87 -2.93 0.1854
H 0.68 -2.84 -4.34 0.4983
H 0.25 -2.13 -2.76 -0.0583
H 3.95 -1.35 -3.35 0.3514
H 2.38 -0.57 -3.10 0.2887
H 2.73 -1.44 -4.62 0.4231
H 6.15 -4.37 0.56 0.3663
H 5.39 -5.44 -0.62 0.2882
H 6.06 -6.11 0.87 0.4896
H 5.12 -4.02 2.84 0.3876
H 4.99 -5.77 3.04 0.4722
H 3.56 -4.76 3.24 0.1632
H 3.14 -6.52 -0.08 0.2964
H 2.34 -6.19 1.46 0.1412
H 3.81 -7.19 1.42 0.4849
H -1.04 -0.13 2.90 0.6128
H 0.43 -0.69 3.71 0.2895
H 0.28 -2.84 4.28 0.4185
H -2.05 -5.61 2.03 0.6378
H -1.71 -2.78 -1.44 -0.0362
H -2.74 -4.02 -2.18 0.5607
H -1.21 -4.47 -1.41 0.3859
H -3.79 -2.08 0.09 0.1502
H -4.62 -3.36 0.98 0.3486
H -4.70 -3.32 -0.79 0.4459
H -2.42 -6.16 -0.04 0.4268
H -3.91 -5.65 -0.83 0.4547
H -3.83 -5.70 0.93 0.4672
H 1.36 -4.71 4.93 0.3039
H 1.35 -6.01 3.73 0.1294
H 1.02 -6.37 5.43 0.5120
H -0.85 -3.97 6.00 0.3238
H -1.15 -5.64 6.48 0.4694
H -2.36 -4.76 5.53 0.3627
H -0.82 -7.18 3.11 0.3772
H -2.33 -6.70 3.90 0.3920
H -1.06 -7.48 4.83 0.4469
N 0.46 -0.08 -5.85 -0.3017
C -0.88 0.14 -5.83 0.0775
O -1.53 0.40 -6.83 -0.6537
C -1.55 0.05 -4.49 0.5810
C -2.93 -0.13 -4.44 -0.5169
C -3.55 -0.23 -3.21 -1.0112
C -2.78 -0.14 -2.06 -0.4064
N -1.46 0.06 -2.10 0.1463
C -0.86 0.14 -3.29 -0.7672
H 0.90 -0.07 -6.75 0.2499
H 0.95 -0.49 -5.08 0.1474
H -3.48 -0.19 -5.37 0.5081
H -4.62 -0.39 -3.13 0.4819
H -3.21 -0.24 -1.08 0.5320
H 0.21 0.28 -3.25 0.3601
```



No. 2
Density functional theory data (ωB97M-V/def2-TZVPD) for C9H22HgN4O7 as an isolated structure at a distorted geometry.

Results
strongest force on any atom	3.259	eV Å⁻¹
highest occupied orbital energy (spin up / spin down)	-5.702 / -5.858	eV
gap between HOMO and LUMO (spin up / spin down)	5.0 / 5.2	eV

Structure (XYZ):
```
43
Properties=species:S:1:pos:R:3:mulliken_charge:R:1
O -0.30 -0.85 -3.25 -0.2091
H 0.07 -1.69 -3.64 0.4401
Hg 1.12 0.50 0.24 1.1548
N 1.58 -1.46 -0.80 0.2339
N -0.70 -1.70 0.40 0.4860
N 1.01 2.60 0.31 0.3496
N -1.05 1.20 1.29 0.1418
O 2.57 -1.26 -1.56 -0.6940
O 1.79 3.27 -0.46 -0.8366
O -2.08 0.56 1.86 -0.5184
O -1.80 -1.85 1.06 -0.9176
C -0.14 -2.87 0.01 -0.0188
C 1.12 -2.73 -0.62 0.3390
C 0.12 3.24 1.10 0.3645
C -0.95 2.47 1.67 0.1870
C 1.96 -3.84 -1.14 -1.2087
H 1.94 -3.87 -2.24 0.1733
H 1.64 -4.82 -0.78 0.3982
H 3.01 -3.70 -0.84 0.2904
C -0.76 -4.16 0.36 -1.3826
H -1.78 -4.25 -0.04 0.2715
H -0.82 -4.23 1.45 0.2559
H -0.20 -5.01 -0.01 0.4066
C 0.38 4.67 1.42 -1.3257
C -1.82 3.07 2.72 -1.3268
H 1.13 5.04 0.72 0.3816
H 0.78 4.75 2.44 0.2700
H -0.51 5.30 1.36 0.3474
H -2.51 2.33 3.16 0.3570
H -2.40 3.93 2.32 0.2857
H -1.17 3.48 3.52 0.2812
H 1.77 2.07 -1.64 0.3729
H -2.00 -0.42 1.54 0.3943
C -1.73 -0.56 -3.24 -0.3988
H -2.02 0.14 -4.03 0.2781
H -1.81 0.00 -2.33 0.1175
H -2.34 -1.46 -3.13 0.3340
O 1.29 1.34 -2.13 -0.6957
H 0.41 -0.31 -2.75 0.3657
H 0.64 1.80 -2.71 0.2557
O 1.52 -0.56 2.57 -0.6095
H 2.25 0.08 2.71 0.3038
H 0.79 -0.20 3.12 0.3049
```



No. 3
Density functional theory data (ωB97M-V/def2-TZVPD) for an isolated ion of composition C5H8N and charge +1 at a distorted geometry.

Results
strongest force on any atom	4.216	eV Å⁻¹
charge	+1
highest occupied orbital energy	-13.536	eV
gap between HOMO and LUMO	10.0	eV

Structure (XYZ):
```
14
Properties=species:S:1:pos:R:3:mulliken_charge:R:1
C -1.33 0.85 0.28 -0.8594
C -0.12 -1.62 0.25 -0.2876
C -1.04 0.10 -1.04 0.1594
C -1.02 -0.59 0.28 0.2538
C 0.30 -0.53 -0.72 -0.3551
N 1.30 0.35 -0.03 -0.2499
H -0.79 1.58 0.82 0.2384
H -2.38 1.11 0.32 0.2607
H 0.63 -1.83 1.00 0.2861
H -0.42 -2.45 -0.36 0.2215
H -1.72 -0.02 -1.94 0.3296
H 1.60 1.05 -0.75 0.3798
H 2.15 0.02 0.42 0.3464
H 0.72 0.74 0.72 0.2765
```



No. 4
Density functional theory data (ωB97M-V/def2-TZVPD) for an isolated ion of composition C3H12NOSi and charge +1 at a distorted geometry.

Results
strongest force on any atom	4.046	eV Å⁻¹
charge	+1
highest occupied orbital energy	-14.093	eV
gap between HOMO and LUMO	10.6	eV

Structure (XYZ):
```
18
Properties=species:S:1:pos:R:3:mulliken_charge:R:1
C 1.31 -0.09 -1.56 -1.1704
C 0.98 0.26 -0.07 -0.5502
C -0.14 -0.55 0.55 -0.7000
N -0.39 -0.05 1.96 -0.3654
O -2.33 1.16 0.31 -0.4780
Si -1.93 -0.13 -0.70 0.5510
H 2.34 -0.43 -1.67 0.3568
H 0.70 -0.87 -2.10 0.3217
H 1.19 0.83 -2.22 0.2911
H 1.97 0.21 0.31 0.4214
H 0.70 1.24 0.09 0.4744
H -0.07 -1.61 0.67 0.5739
H 0.43 -0.36 2.43 0.3463
H -0.68 0.98 1.99 0.3529
H -1.14 -0.52 2.49 0.3422
H -3.05 1.80 0.23 0.3351
H -1.44 0.58 -1.90 -0.0482
H -2.57 -1.43 -0.82 -0.0546
```



No. 5
Density functional theory data (ωB97M-V/def2-TZVPD) for a 3-piece molecular cluster, C32H58BrNO10S4 overall at a distorted geometry.

Results
strongest force on any atom	6.005	eV Å⁻¹
highest occupied orbital energy	-8.630	eV
gap between HOMO and LUMO	7.7	eV

Structure (XYZ):
```
106
Properties=species:S:1:pos:R:3:mulliken_charge:R:1
C 3.76 -1.15 3.96 -0.9958
C 4.73 -2.12 3.15 0.1634
C 5.96 -1.37 2.51 -1.0541
C 5.81 -1.13 0.95 -0.5873
C 4.73 0.00 0.75 -0.0948
C 4.26 0.19 -0.75 0.6157
C 4.72 1.56 -1.40 -0.9486
C 3.52 2.52 -1.77 -0.2175
C 3.32 3.72 -0.76 -0.9314
C 2.81 3.29 0.66 -0.3195
C 1.22 3.12 0.75 -0.7891
C 0.83 1.70 0.20 0.3242
C -0.45 1.02 0.90 1.1989
C 0.13 0.59 2.31 -1.1374
C -1.03 -0.22 0.04 2.2803
C -1.55 -1.44 0.88 -1.9721
C -2.51 -1.22 2.08 -0.5221
C -2.39 -2.48 3.05 -0.9695
S -3.67 -3.74 2.71 1.1768
O -3.93 -3.74 1.28 -0.5764
O -4.86 -3.49 3.51 -0.6444
O -3.04 -5.19 3.19 -0.4813
C 0.24 -0.81 -0.76 -0.4437
C 0.00 -2.26 -1.37 -1.0076
C 0.69 -3.40 -0.55 0.0418
C -0.03 -4.59 -0.10 -0.2096
C 0.63 -5.67 0.62 -0.7116
C 2.05 -5.61 0.91 -0.5540
C 2.79 -4.41 0.50 -0.4919
C 2.12 -3.35 -0.22 0.1061
C -2.01 0.26 -1.14 -0.9735
Br -3.89 -0.35 -0.91 -0.0517
C -1.91 1.78 -1.54 -0.3522
O -2.97 2.03 -2.49 -0.1895
N -2.40 1.81 -3.76 0.2253
O -3.01 0.99 -4.33 -0.3736
O -2.06 2.76 -0.54 -0.2995
S -1.79 2.25 1.00 1.6869
O -1.53 3.34 1.95 -0.7608
O -3.07 1.69 1.46 -0.6774
H 2.70 -1.43 3.78 0.1102
H 3.88 -0.09 3.63 0.2784
H 3.97 -1.20 5.07 0.3781
H 5.05 -2.92 3.86 0.4670
H 4.13 -2.60 2.32 -0.2885
H 6.88 -1.96 2.73 0.3407
H 6.10 -0.36 3.00 0.4475
H 5.55 -2.10 0.44 0.3018
H 6.81 -0.82 0.56 0.3572
H 5.13 0.94 1.20 0.5725
H 3.82 -0.33 1.33 -0.5666
H 4.70 -0.66 -1.35 0.6334
H 3.15 0.08 -0.84 -0.7272
H 5.21 1.29 -2.38 0.3208
H 5.52 2.06 -0.79 0.3524
H 2.56 1.96 -1.96 -0.0358
H 3.79 2.99 -2.76 0.4018
H 2.70 4.53 -1.23 0.3570
H 4.34 4.18 -0.62 0.3997
H 3.29 2.34 1.03 -0.1088
H 3.10 4.11 1.37 0.4218
H 0.98 3.27 1.84 0.4337
H 0.77 3.93 0.12 0.2511
H 0.70 1.81 -0.91 -0.4459
H 1.69 1.04 0.48 -0.5964
H 1.04 1.19 2.59 0.3978
H 0.50 -0.48 2.30 0.0502
H -0.59 0.76 3.15 0.3843
H -0.64 -1.98 1.27 0.1378
H -2.07 -2.20 0.23 0.7256
H -3.60 -1.20 1.78 0.2545
H -2.35 -0.33 2.72 0.4047
H -2.62 -2.09 4.09 0.5260
H -1.35 -2.89 3.11 0.4101
H -2.98 -5.13 4.17 0.3584
H 0.50 -0.17 -1.65 0.3190
H 1.13 -0.94 -0.07 -0.5771
H 0.50 -2.29 -2.38 0.4525
H -1.08 -2.48 -1.59 0.4746
H -1.12 -4.64 -0.36 0.3233
H 0.04 -6.56 0.91 0.3837
H 2.56 -6.46 1.44 0.3628
H 3.88 -4.37 0.72 0.3995
H 2.75 -2.48 -0.52 0.3021
H -1.70 -0.30 -2.07 0.6918
H -0.97 1.90 -2.15 0.6812
C -1.07 6.28 -5.72 -0.9446
S -1.20 6.63 -3.95 0.4800
O 0.19 6.77 -3.42 -0.6011
C -1.79 4.99 -3.49 -0.8938
H -0.67 7.17 -6.21 0.3423
H -0.39 5.44 -5.88 0.2937
H -2.06 6.05 -6.12 0.3439
H -1.07 4.23 -3.79 0.2876
H -2.75 4.80 -3.96 0.4169
H -1.91 4.96 -2.40 0.2658
C -8.14 -2.28 -0.26 -0.7651
S -9.16 -0.85 -0.68 0.4643
O -10.11 -1.28 -1.74 -0.6258
C -7.85 0.09 -1.47 -0.7243
H -8.77 -3.03 0.21 0.3356
H -7.70 -2.69 -1.17 0.2737
H -7.35 -1.97 0.43 0.2401
H -7.43 -0.48 -2.30 0.2723
H -7.07 0.32 -0.74 0.1723
H -8.27 1.02 -1.85 0.3661
```



No. 6
Density functional theory data (ωB97M-V/def2-TZVPD) for a 9-piece molecular cluster, C55H42ClF4IN5O34P2 overall at a distorted geometry.

Results
strongest force on any atom	3.204	eV Å⁻¹
charge	+1
highest occupied orbital energy	-10.793	eV
gap between HOMO and LUMO	6.3	eV

Structure (XYZ):
```
144
Properties=species:S:1:pos:R:3:mulliken_charge:R:1
N 7.12 -1.34 2.20 -0.6186
P 6.67 -1.02 0.76 0.3619
N 5.03 -1.69 0.48 0.8149
C 3.94 -1.02 0.64 -2.3716
N 4.07 0.32 1.03 0.9813
N 3.75 1.23 -0.04 -0.7281
C 4.38 1.07 -1.08 0.9338
O 4.93 0.96 -2.10 -0.4902
C 3.31 0.63 2.24 -0.1906
Cl 4.49 0.87 3.56 -0.0884
C 2.26 -0.45 2.56 -1.2884
I 2.96 -2.03 3.81 0.2171
C 1.63 -0.99 1.25 -0.2014
P 0.72 0.40 0.39 -0.1297
O 1.09 0.62 -1.02 -0.3827
N 2.74 -1.62 0.51 1.4375
C 2.46 -2.16 -0.80 0.2687
F 1.18 -2.29 -0.97 0.1839
F 2.94 -1.43 -1.77 -0.3959
C 3.07 -3.60 -0.98 -0.2213
F 3.33 -4.13 0.20 -0.1761
F 4.18 -3.53 -1.71 -0.3046
H 6.42 -1.84 2.75 0.2134
H 7.50 -1.67 -0.17 0.1730
H 6.62 0.37 0.55 0.0851
H 5.01 -2.67 0.21 0.3927
H 2.87 1.60 2.11 0.3622
H 1.46 0.05 3.09 0.7476
H 0.93 -1.75 1.54 0.7304
H -0.65 0.10 0.49 0.1763
H 0.89 1.61 1.10 0.0316
H 2.37 -4.23 -1.51 0.5589
C -4.21 2.83 2.31 -0.7620
C -5.46 3.00 1.87 -0.2328
C -5.82 2.92 0.42 0.9973
O -6.98 3.07 0.09 -0.6477
C -4.74 2.69 -0.54 -0.6396
C -3.49 2.52 -0.10 0.3252
C -3.15 2.57 1.36 1.0184
O -1.98 2.38 1.69 -0.6231
O -2.47 2.30 -0.93 -0.5604
O -6.47 3.24 2.69 -0.4817
H -3.94 2.88 3.35 0.4816
H -4.99 2.66 -1.59 0.6210
H -1.67 2.23 -0.37 0.1627
H -7.28 3.32 2.14 0.3729
C -1.17 -0.73 -5.98 -1.1076
C -2.09 0.24 -6.07 0.4046
C -2.78 0.79 -4.85 0.9858
O -3.59 1.69 -5.00 -0.6616
C -2.43 0.23 -3.55 -0.7028
C -1.52 -0.74 -3.47 -0.0312
C -0.82 -1.28 -4.68 1.2249
O 0.03 -2.14 -4.52 -0.6573
O -1.14 -1.29 -2.32 -0.1338
O -2.45 0.79 -7.22 -0.5711
H -0.67 -1.13 -6.84 0.3549
H -2.93 0.63 -2.68 0.5833
H -0.49 -1.97 -2.55 0.0647
H -3.12 1.46 -7.01 0.3622
C 4.47 6.39 -3.00 -0.8882
C 4.59 5.19 -2.44 0.2492
C 5.30 4.99 -1.13 0.9312
O 5.36 3.87 -0.65 -0.4632
C 5.87 6.16 -0.48 -1.1087
C 5.75 7.37 -1.04 0.3231
C 5.02 7.57 -2.34 1.0011
O 4.94 8.69 -2.78 -0.5863
O 6.26 8.46 -0.50 -0.5555
O 4.10 4.08 -3.01 -0.3821
H 3.96 6.54 -3.95 0.4715
H 6.39 6.00 0.46 0.4466
H 6.03 9.19 -1.09 0.3623
H 4.33 3.36 -2.41 0.1499
C -1.68 -6.25 -1.68 -1.2866
C -1.71 -7.42 -1.03 0.4181
C -1.09 -7.60 0.33 0.9316
O -1.17 -8.68 0.86 -0.5778
C -0.42 -6.45 0.93 -0.6978
C -0.40 -5.28 0.28 0.2082
C -1.04 -5.10 -1.06 0.6886
O -0.97 -4.00 -1.58 -0.2634
O 0.20 -4.19 0.77 -0.4470
O -2.28 -8.50 -1.54 -0.5607
H -2.12 -6.11 -2.66 0.4881
H 0.03 -6.58 1.90 0.4989
H 0.05 -3.49 0.10 -0.0010
H -2.17 -9.21 -0.89 0.3575
C -6.54 -1.58 2.21 -1.1627
C -7.45 -2.56 2.26 0.3677
C -8.47 -2.76 1.17 1.0009
O -9.25 -3.68 1.28 -0.6060
C -8.46 -1.83 0.05 -0.8652
C -7.55 -0.85 0.00 0.3863
C -6.52 -0.67 1.08 0.7993
O -5.70 0.23 0.96 -0.2447
O -7.51 0.02 -1.01 -0.6117
O -7.52 -3.41 3.27 -0.5742
H -5.81 -1.43 2.99 0.4856
H -9.20 -1.98 -0.72 0.4621
H -6.77 0.63 -0.81 0.2340
H -8.27 -4.01 3.07 0.3612
C -7.60 5.52 6.98 -0.9044
C -7.68 5.07 5.72 0.3848
C -8.80 4.18 5.26 1.0003
O -8.83 3.83 4.10 -0.5483
C -9.80 3.78 6.24 -1.0103
C -9.72 4.22 7.50 0.3261
C -8.61 5.14 7.95 1.0150
O -8.61 5.51 9.11 -0.6086
O -10.60 3.89 8.44 -0.5617
O -6.78 5.38 4.80 -0.5464
H -6.80 6.16 7.32 0.4393
H -10.59 3.13 5.91 0.4434
H -10.31 4.34 9.25 0.3609
H -7.05 4.93 3.98 0.2700
C 7.17 -6.93 4.12 -0.8674
C 6.23 -6.02 3.85 0.2136
C 6.58 -4.58 3.59 1.0724
O 5.67 -3.81 3.33 -0.4643
C 7.97 -4.18 3.65 -1.1834
C 8.92 -5.10 3.92 0.4224
C 8.58 -6.54 4.16 0.8635
O 9.48 -7.32 4.38 -0.5865
O 10.20 -4.80 3.99 -0.5650
O 4.94 -6.31 3.80 -0.6074
H 6.93 -7.97 4.31 0.4431
H 8.20 -3.14 3.47 0.5636
H 10.67 -5.63 4.19 0.3628
H 4.48 -5.48 3.59 0.3182
C 3.76 2.38 -5.80 -0.8307
C 2.89 1.38 -5.92 0.3253
C 2.02 1.22 -7.14 0.9689
O 1.26 0.27 -7.17 -0.5501
C 2.14 2.20 -8.20 -1.0982
C 3.02 3.21 -8.08 0.2921
C 3.90 3.36 -6.87 0.9529
O 4.68 4.28 -6.84 -0.6272
O 3.17 4.14 -9.01 -0.5655
O 2.71 0.45 -4.97 -0.4313
H 4.39 2.50 -4.93 0.4544
H 1.50 2.09 -9.07 0.4885
H 3.86 4.74 -8.69 0.3585
H 2.03 -0.16 -5.31 0.2469
```